The following is a quantum chemistry calculation of an isolated molecule of C7H14N2O2S at a distorted geometry, from OMol25.

Summary:
ΔE to the lowest compared entry with this formula, charge and spin	3.597	eV
E_HOMO	-8.63	eV
SMILES string	CNC(=O)O/N=C/C(C)(C)SC
Kohn-Sham gap	9.461	eV

Positions of all 26 atoms, in Å:
C (4.555, -0.624, -0.217)
N (3.681, 0.764, -0.308)
C (2.298, 0.725, -0.089)
O (1.551, 1.700, 0.158)
O (1.875, -0.670, 0.001)
N (0.451, -0.496, 0.555)
C (-0.488, -0.628, -0.295)
C (-1.991, -0.556, -0.102)
C (-2.415, -0.467, 1.408)
C (-2.614, -1.639, -0.813)
S (-2.360, 1.039, -0.854)
C (-1.700, 2.333, 0.192)
H (4.694, -1.013, -1.269)
H (5.675, -0.508, 0.050)
H (3.911, -1.255, 0.385)
H (4.165, 1.526, -0.740)
H (-0.366, -0.702, -1.349)
H (-1.726, 0.182, 1.990)
H (-3.585, -0.128, 1.377)
H (-2.323, -1.440, 1.962)
H (-3.685, -1.729, -0.512)
H (-2.010, -2.519, -0.480)
H (-2.674, -1.796, -1.857)
H (-0.631, 2.278, 0.126)
H (-2.201, 2.480, 1.129)
H (-2.089, 3.139, -0.447)

Atom charges from the Löwdin analysis, given in e for atoms 1 to 4: atom 1 (C): -0.014, atom 2 (N): 0.049, atom 3 (C): -0.468, atom 4 (O): 0.025